ORCA calculation (ωB97M-V with the def2-TZVPD basis set) on a 3-piece molecular cluster, C14H13NO10P overall at a distorted geometry.

HOMO level: -11.715 eV
electronic energy: -45970.6828 eV
orbital gap: 6.7 eV

```
! wB97M-V def2-TZVPD RIJCOSX def2/J DEFGRID3
* xyz 1 1
C 6.396 -0.970 -1.328
C 5.418 -1.663 -0.805
P 3.898 -1.706 -1.793
O 3.432 -0.148 -2.014
N 3.162 0.441 -0.700
O 2.451 1.320 -0.839
H 6.326 -0.572 -2.344
H 7.302 -0.712 -0.782
H 5.482 -2.166 0.157
H 4.186 -2.149 -3.099
H 2.896 -2.464 -1.162
C -1.429 3.080 3.384
C -1.291 4.075 2.497
C -0.593 3.868 1.187
O -0.509 4.795 0.408
C -0.039 2.545 0.910
C -0.174 1.557 1.796
C -0.893 1.756 3.092
O -0.997 0.811 3.851
O 0.329 0.333 1.569
O -1.764 5.298 2.729
H -1.931 3.216 4.331
H 0.476 2.408 -0.028
H 0.092 -0.193 2.359
H -1.539 5.827 1.940
C -1.668 -1.537 -0.562
C -2.810 -0.926 -0.222
C -4.138 -1.405 -0.725
O -5.142 -0.824 -0.369
C -4.153 -2.551 -1.629
C -3.008 -3.157 -1.971
C -1.685 -2.692 -1.444
O -0.670 -3.288 -1.772
O -2.984 -4.206 -2.797
O -2.814 0.134 0.581
H -0.707 -1.198 -0.202
H -5.113 -2.879 -2.001
H -2.045 -4.458 -2.882
H -3.750 0.400 0.682
*
```